# F6H4N3NaO14S6

A molecular structure, F6H4N3NaO14S6 (ωB97M-V/def2-TZVPD, the Open Molecules 2025 dataset).

Summary:
- Spin multiplicity: 2
- Net charge: -1
- DFT total energy: -4370.51141 a.u.
- HOMO-LUMO gap (alpha / beta): 8.00 / 3.58 eV
- Lowest unoccupied orbital energy (alpha / beta): 0.69 / -3.74 eV

Positions of all 34 atoms, in Å:
Na (-0.128, 0.688, -0.348)
N (-3.228, -0.657, 0.052)
S (-4.179, 0.400, 0.517)
O (-3.622, 1.706, 0.703)
O (-5.406, 0.071, 1.256)
F (-4.766, 0.468, -0.942)
S (-2.528, -0.896, 1.636)
O (-3.361, -1.162, 2.818)
O (-1.297, -0.194, 1.870)
F (-1.909, -2.324, 1.216)
N (0.353, -1.103, -2.001)
S (1.341, -0.676, -3.328)
O (1.251, -1.504, -4.515)
O (2.531, 0.165, -3.147)
F (0.365, 0.472, -3.816)
S (1.234, -2.273, -1.625)
O (2.356, -2.018, -0.723)
O (1.357, -3.424, -2.506)
F (0.192, -2.786, -0.534)
N (3.070, 0.331, 2.682)
S (3.418, 0.708, 1.027)
O (2.169, 0.862, 0.183)
O (4.536, 0.049, 0.394)
F (3.941, 2.228, 1.264)
S (2.799, -1.080, 2.386)
O (3.888, -1.978, 2.027)
O (1.393, -1.462, 1.948)
F (2.664, -1.365, 3.984)
O (-1.834, 2.282, -1.657)
H (-2.399, 2.131, -2.416)
H (-1.892, 3.225, -1.500)
O (-0.661, 2.668, 0.976)
H (-0.504, 3.213, 1.747)
H (-1.144, 3.235, 0.375)